ORCA calculation (wB97M-V/def2-TZVPD) on a cluster of 16 separate species, C81H205N11O27 in total at a distorted geometry.

Calculated values
* highest occupied orbital energy: -7.790 eV
* relative energy (zero: lowest compared OMol25 entry of this formula, charge and spin): 1053.8 kJ/mol
* LUMO: 0.19 eV
* orbital gap: 8.0 eV
* DFT total energy: -5842.014428 a.u.

Each line ends with the Löwdin charge.
Element x y z (Å)
C -6.42 -0.80 2.67  -0.0903
O -5.30 -1.67 2.33  -0.2025
C -5.57 -2.97 2.72  -0.2013
C -4.27 -3.81 2.26  -0.1748
N -4.03 -4.98 3.12  -0.0721
C -4.86 -6.17 2.69  -0.1740
C -5.14 -7.11 3.85  -0.2165
O -6.25 -6.58 4.61  -0.1882
C -6.46 -7.38 5.78  -0.1139
H -6.09 0.19 2.35  0.0818
H -6.46 -0.74 3.75  0.0627
H -7.36 -0.98 2.16  0.0909
H -6.46 -3.31 2.20  0.1193
H -5.57 -3.06 3.81  0.1199
H -3.38 -3.20 2.30  0.0878
H -4.18 -4.21 1.25  0.0958
H -4.24 -4.71 4.07  0.0811
H -4.30 -6.70 1.91  0.1024
H -5.76 -5.78 2.22  0.1114
H -4.22 -7.25 4.41  0.1214
H -5.37 -8.11 3.48  0.1177
H -6.97 -8.24 5.37  0.0831
H -7.14 -6.89 6.48  0.0839
H -5.60 -7.73 6.36  0.0861
C -0.90 2.56 -9.47  -0.1219
O -1.66 1.40 -9.56  -0.2145
C -0.98 0.19 -9.26  -0.1791
C -2.03 -0.72 -8.63  -0.2084
N -2.38 -0.60 -7.28  -0.0547
C -2.59 0.77 -6.94  -0.2208
C -3.43 0.87 -5.70  -0.2229
O -4.67 0.27 -6.06  -0.1930
C -5.54 0.08 -4.93  -0.0718
H 0.03 2.64 -10.04  0.0890
H -0.75 2.70 -8.40  0.0754
H -1.49 3.38 -9.88  0.0897
H -0.28 0.46 -8.47  0.1142
H -0.43 -0.23 -10.10  0.1234
H -1.82 -1.76 -8.87  0.1011
H -2.98 -0.70 -9.17  0.1277
H -3.30 -1.00 -7.14  0.1030
H -3.07 1.37 -7.71  0.1290
H -1.64 1.21 -6.64  0.1188
H -3.55 1.89 -5.32  0.1024
H -2.80 0.40 -4.94  0.1181
H -5.37 0.86 -4.19  0.0707
H -5.15 -0.82 -4.44  0.0774
H -6.58 0.13 -5.26  0.0924
C 4.83 -2.18 -1.48  -0.0583
O 5.20 -2.47 -0.11  -0.2141
C 4.55 -1.73 0.89  -0.2190
C 4.94 -2.20 2.29  -0.1628
N 3.77 -2.43 3.17  -0.0489
C 4.08 -2.39 4.67  -0.1409
C 2.79 -2.68 5.52  -0.2452
O 2.87 -2.43 6.87  -0.1794
C 3.25 -1.06 7.18  -0.0721
H 5.47 -2.86 -2.05  0.0916
H 5.12 -1.14 -1.64  0.0847
H 3.77 -2.39 -1.59  0.0616
H 3.49 -1.77 0.64  0.1006
H 4.86 -0.69 0.76  0.1062
H 5.72 -1.60 2.75  0.1004
H 5.28 -3.22 2.11  0.1064
H 2.93 -1.90 2.98  0.0550
H 4.42 -1.35 4.72  0.0843
H 4.81 -3.09 5.07  0.1210
H 2.53 -3.74 5.45  0.1056
H 1.94 -2.13 5.13  0.1100
H 3.56 -1.06 8.22  0.0852
H 2.34 -0.48 7.01  0.0736
H 4.14 -0.63 6.71  0.0698
C 1.71 2.53 5.51  -0.0816
O 1.85 2.69 4.07  -0.1988
C 0.94 3.75 3.74  -0.1969
C 1.33 4.07 2.26  -0.2076
N 0.46 4.98 1.54  -0.0379
C 0.97 5.14 0.15  -0.1521
C 1.27 3.74 -0.69  -0.1293
O 2.65 3.31 -0.48  -0.2278
C 3.43 2.91 -1.53  -0.1277
H 2.07 3.45 5.97  0.0691
H 2.38 1.72 5.79  0.0739
H 0.70 2.24 5.78  0.0832
H 1.26 4.67 4.24  0.1159
H -0.13 3.57 3.82  0.1166
H 1.68 3.26 1.62  0.0975
H 2.23 4.66 2.41  0.1164
H -0.48 4.61 1.40  0.0460
H 1.96 5.61 0.10  0.1105
H 0.47 5.82 -0.54  0.0704
H 1.25 4.08 -1.73  0.0936
H 0.40 3.15 -0.42  0.1048
H 2.91 2.06 -1.98  0.0739
H 4.29 2.61 -0.95  0.0963
H 3.55 3.69 -2.28  0.0878
C 3.21 -0.96 -5.62  -0.0578
O 2.21 -1.91 -6.02  -0.2206
C 2.12 -3.02 -5.16  -0.2079
C 2.81 -4.28 -5.75  -0.1795
N 4.27 -4.07 -5.96  -0.0617
C 4.89 -5.26 -6.62  -0.1536
C 4.62 -6.64 -5.85  -0.1874
O 3.31 -7.24 -5.99  -0.2307
C 2.97 -8.48 -5.30  -0.0719
H 4.06 -1.33 -5.05  0.0936
H 2.63 -0.26 -5.02  0.0796
H 3.42 -0.35 -6.50  0.0845
H 1.09 -3.24 -4.88  0.1118
H 2.62 -2.84 -4.21  0.1018
H 2.35 -4.59 -6.69  0.1065
H 2.63 -4.98 -4.93  0.1133
H 4.35 -3.23 -6.51  0.0835
H 5.97 -5.12 -6.69  0.1104
H 4.36 -5.30 -7.57  0.0975
H 4.93 -6.50 -4.81  0.1137
H 5.31 -7.40 -6.22  0.1066
H 3.79 -9.00 -4.79  0.0799
H 2.50 -9.14 -6.04  0.0819
H 2.29 -8.27 -4.48  0.0726
C -1.10 -4.45 5.28  -0.0897
O -1.01 -3.44 6.33  -0.1933
C -1.71 -2.20 5.90  -0.1548
C -1.68 -0.93 6.85  -0.1752
N -2.13 -1.23 8.21  -0.0758
C -2.37 -0.06 9.00  -0.2249
C -2.20 -0.41 10.53  -0.1668
O -0.79 -0.69 10.91  -0.2072
C -0.72 -1.43 12.11  -0.1238
H -0.18 -4.48 4.68  0.0536
H -1.95 -4.39 4.60  0.0520
H -1.19 -5.47 5.67  0.0836
H -2.74 -2.55 5.86  0.1049
H -1.39 -1.87 4.91  0.0969
H -2.25 -0.17 6.31  0.1087
H -0.67 -0.57 7.05  0.1062
H -1.42 -1.80 8.66  0.1122
H -3.29 0.48 8.83  0.1018
H -1.58 0.66 8.79  0.1048
H -2.82 -1.29 10.66  0.1108
H -2.60 0.36 11.19  0.1122
H -1.30 -0.92 12.87  0.0821
H 0.30 -1.51 12.48  0.0844
H -1.06 -2.45 11.90  0.0863
C 0.96 -0.06 2.44  -0.1037
O 0.68 -1.43 2.57  -0.2185
C -0.60 -1.87 1.93  -0.1636
C -0.60 -1.79 0.44  -0.2085
N 0.70 -2.20 -0.19  -0.0186
C 0.66 -2.26 -1.70  -0.1460
C 0.07 -1.03 -2.51  -0.1628
O 0.75 0.24 -2.35  -0.2021
C 0.11 1.33 -2.99  -0.1136
H 0.49 0.28 3.36  0.0968
H 0.74 0.46 1.51  0.0845
H 2.05 -0.04 2.39  0.0847
H -1.43 -1.19 2.12  0.1155
H -0.86 -2.92 2.12  0.1049
H -0.94 -0.81 0.12  0.1022
H -1.30 -2.52 0.02  0.1139
H 1.32 -1.42 -0.02  0.0774
H 0.21 -3.21 -1.99  0.0928
H 1.66 -2.46 -2.09  0.0792
H -0.92 -0.83 -2.10  0.1004
H -0.04 -1.25 -3.57  0.1018
H 0.07 1.33 -4.08  0.0814
H 0.67 2.26 -2.90  0.0453
H -0.82 1.56 -2.47  0.0911
C 7.05 1.51 1.54  -0.1082
O 7.21 0.63 2.64  -0.1809
C 6.77 1.24 3.80  -0.2609
C 7.73 2.22 4.39  -0.1938
N 7.06 3.33 5.02  -0.0854
C 6.41 4.31 4.28  -0.2255
C 5.69 5.30 5.26  -0.1832
O 4.53 4.73 5.94  -0.1963
C 3.94 5.71 6.80  -0.1209
H 7.37 0.97 0.66  0.0864
H 7.71 2.38 1.49  0.0868
H 5.98 1.66 1.39  0.0844
H 6.58 0.42 4.50  0.1194
H 5.80 1.70 3.63  0.1136
H 8.52 2.59 3.73  0.1242
H 8.19 1.69 5.22  0.1191
H 6.63 3.02 5.88  0.1232
H 5.65 3.95 3.59  0.1053
H 7.06 4.85 3.59  0.1211
H 5.35 6.20 4.73  0.1102
H 6.40 5.78 5.93  0.1118
H 3.15 5.33 7.45  0.0792
H 3.41 6.52 6.29  0.0827
H 4.74 6.14 7.41  0.0823
C -9.24 4.07 11.90  -0.1248
O -8.07 3.28 11.79  -0.1999
C -8.18 2.09 10.97  -0.1849
C -8.13 2.35 9.46  -0.2302
N -6.90 2.82 8.91  -0.0804
C -6.78 2.81 7.45  -0.1844
C -5.35 2.85 6.91  -0.2222
O -5.23 2.43 5.58  -0.1965
C -5.48 1.08 5.32  -0.1191
H -10.22 3.59 11.94  0.0848
H -9.25 4.85 11.14  0.0799
H -9.14 4.57 12.87  0.0819
H -9.01 1.45 11.29  0.1165
H -7.30 1.57 11.33  0.1184
H -8.90 3.07 9.18  0.1144
H -8.36 1.36 9.05  0.1152
H -6.14 3.21 9.44  0.1236
H -7.43 3.50 6.92  0.1199
H -7.19 1.83 7.21  0.0977
H -4.64 2.28 7.52  0.1069
H -4.91 3.84 6.85  0.1259
H -4.98 1.01 4.36  0.0827
H -6.56 0.93 5.22  0.0839
H -4.95 0.44 6.02  0.0945
C -2.29 2.68 1.28  -0.0656
O -2.24 4.07 0.98  -0.2642
C -3.40 4.77 0.73  -0.1952
C -2.93 6.30 0.40  -0.1796
N -2.11 6.24 -0.79  -0.0496
C -1.68 7.58 -1.30  -0.1453
C -1.26 7.34 -2.82  -0.2551
O 0.09 7.07 -2.81  -0.2033
C 0.52 6.58 -4.12  -0.0739
H -2.94 2.56 2.15  0.0866
H -1.27 2.39 1.54  0.0765
H -2.73 2.07 0.49  0.0890
H -4.17 4.75 1.50  0.1154
H -3.80 4.34 -0.19  0.1122
H -2.51 6.66 1.35  0.1108
H -3.86 6.84 0.23  0.1069
H -1.33 5.66 -0.51  0.0592
H -0.83 7.99 -0.76  0.1074
H -2.33 8.45 -1.21  0.1096
H -1.29 8.22 -3.47  0.1078
H -1.98 6.72 -3.36  0.1099
H 1.52 6.22 -3.91  0.0831
H 0.73 7.44 -4.76  0.0843
H -0.15 5.88 -4.62  0.0824
C 2.06 3.55 -5.87  -0.1471
O 3.29 4.10 -6.15  -0.1575
C 4.20 3.04 -6.13  -0.2337
C 5.58 3.66 -6.42  -0.1941
N 6.29 4.23 -5.27  -0.0634
C 7.52 4.93 -5.64  -0.1955
C 7.83 6.08 -4.66  -0.2081
O 6.64 6.49 -4.01  -0.2169
C 6.70 7.69 -3.21  -0.0762
H 1.28 4.29 -6.06  0.0859
H 2.02 3.22 -4.83  0.0709
H 1.84 2.61 -6.38  0.0822
H 4.02 2.29 -6.90  0.1144
H 4.17 2.53 -5.17  0.1223
H 5.43 4.48 -7.13  0.1192
H 6.07 2.78 -6.82  0.1157
H 5.65 4.93 -4.91  0.0901
H 7.35 5.36 -6.62  0.0999
H 8.35 4.25 -5.78  0.1156
H 8.28 6.90 -5.22  0.1140
H 8.59 5.83 -3.91  0.1152
H 6.96 8.57 -3.79  0.0816
H 7.40 7.53 -2.39  0.0841
H 5.76 7.98 -2.75  0.0827
C -3.33 -3.88 -3.71  -0.0332
C -2.46 -3.82 -5.01  -0.4878
C -3.18 -4.11 -6.31  -0.0501
O -1.83 -2.56 -5.02  -0.0631
H -2.73 -3.72 -2.81  0.0539
H -3.86 -4.83 -3.59  0.0774
H -3.96 -2.99 -3.76  0.0612
H -1.72 -4.60 -4.81  0.1205
H -3.55 -5.13 -6.27  0.0802
H -2.52 -4.10 -7.17  0.0797
H -4.10 -3.54 -6.44  0.0843
H -2.07 -2.15 -5.86  0.0316
C 3.50 -5.84 1.31  -0.0636
C 2.50 -6.57 2.17  -0.5191
C 1.80 -5.62 3.21  -0.0324
O 1.65 -7.14 1.30  -0.0541
H 3.72 -6.20 0.31  0.0844
H 4.44 -5.78 1.86  0.0748
H 3.20 -4.80 1.17  0.0607
H 3.07 -7.36 2.66  0.1312
H 2.46 -5.40 4.05  0.0606
H 0.84 -6.06 3.46  0.0710
H 1.73 -4.59 2.85  0.0573
H 1.22 -6.47 0.77  0.0240
C -0.57 -6.64 -1.76  -0.0225
C -0.78 -5.53 -0.73  -0.4788
C -1.75 -5.82 0.38  -0.0405
O 0.45 -5.27 -0.10  -0.0733
H -1.51 -7.04 -2.13  0.0786
H -0.02 -7.46 -1.28  0.0853
H -0.01 -6.30 -2.62  0.0705
H -1.08 -4.57 -1.17  0.0994
H -2.80 -5.67 0.15  0.0649
H -1.61 -5.04 1.13  0.0695
H -1.60 -6.84 0.76  0.0975
H 0.75 -4.36 -0.12  0.0668
C 0.81 -3.77 -9.39  -0.0473
C 2.17 -3.00 -9.52  -0.4550
C 2.51 -2.81 -11.02  -0.0510
O 2.06 -1.76 -8.83  -0.0583
H 0.79 -4.74 -9.89  0.0743
H -0.01 -3.16 -9.78  0.0574
H 0.44 -3.91 -8.37  0.0590
H 2.99 -3.55 -9.06  0.1126
H 3.48 -2.34 -11.17  0.0712
H 1.76 -2.16 -11.47  0.0722
H 2.55 -3.73 -11.61  0.0748
H 2.01 -1.91 -7.88  0.0371
C -5.26 4.16 -4.82  -0.0679
C -5.61 4.53 -6.25  -0.4766
C -4.82 5.62 -6.90  -0.0572
O -5.36 3.34 -7.03  -0.0487
H -5.45 4.92 -4.06  0.0776
H -4.20 3.96 -4.64  0.0668
H -5.68 3.23 -4.42  0.0633
H -6.66 4.81 -6.17  0.1342
H -5.12 5.67 -7.94  0.0820
H -3.73 5.52 -6.89  0.0808
H -5.01 6.60 -6.46  0.0797
H -6.16 2.84 -6.87  0.0851